A) {
  "formula": "C39H51AsF7N5O4P2PbS4",
  "method": "the ωB97M-V functional and the def2-TZVPD basis",
  "elements": ["Pb", "C", "C", "O", "N", "C", "C", "C", "C", "C", "C", "N", "H", "H", "H", "H", "H", "H", "H", "H", "H", "H", "F", "C", "C", "C", "C", "O", "C", "C", "N", "C", "C", "C", "C", "C", "C", "N", "C", "C", "N", "C", "C", "C", "O", "O", "H", "H", "H", "H", "H", "H", "H", "H", "H", "H", "H", "H", "H", "H", "H", "H", "H", "H", "S", "As", "S", "S", "S", "C", "C", "C", "C", "P", "C", "C", "C", "C", "C", "C", "C", "C", "C", "C", "H", "H", "H", "H", "H", "H", "H", "H", "H", "H", "H", "H", "H", "H", "H", "H", "H", "H", "H", "H", "H", "H", "H", "F", "P", "F", "F", "F", "F", "F"],
  "positions_angstrom": [[0.335, -1.058, 1.037], [-2.653, -1.229, 4.920], [-1.516, -1.782, 4.112], [-1.490, -1.690, 2.886], [-0.530, -2.422, 4.771], [0.670, -2.853, 4.073], [0.415, -3.895, 3.007], [0.114, -5.203, 3.349], [-0.058, -6.144, 2.346], [0.103, -5.756, 1.028], [0.410, -4.432, 0.764], [0.540, -3.519, 1.729], [-2.816, -0.199, 4.610], [-2.467, -1.260, 5.992], [-3.549, -1.806, 4.693], [-0.514, -2.376, 5.774], [1.342, -3.275, 4.820], [1.182, -1.997, 3.633], [0.024, -5.476, 4.393], [-0.299, -7.170, 2.594], [-0.004, -6.454, 0.210], [0.563, -4.080, -0.248], [5.151, 2.417, 4.290], [5.332, 1.744, 3.135], [4.474, 0.747, 2.783], [4.651, 0.105, 1.553], [3.629, -0.849, 1.114], [2.666, -1.094, 1.865], [3.837, -1.445, -0.165], [4.976, -1.162, -0.851], [5.895, -0.241, -0.474], [7.099, -0.067, -1.260], [6.991, -0.044, -2.752], [7.323, 1.214, -2.011], [5.725, 0.445, 0.721], [6.585, 1.487, 1.107], [6.379, 2.148, 2.296], [7.184, 3.294, 2.623], [6.398, 4.535, 2.670], [7.360, 5.700, 2.414], [8.746, 5.237, 2.781], [8.732, 4.478, 4.077], [7.985, 3.155, 3.842], [2.790, -2.310, -0.838], [3.140, -3.301, -1.459], [1.589, -1.853, -0.751], [3.624, 0.492, 3.402], [5.178, -1.676, -1.781], [7.963, -0.557, -0.828], [6.003, -0.108, -3.189], [7.767, -0.547, -3.310], [6.543, 1.961, -1.947], [8.336, 1.592, -2.057], [7.401, 1.799, 0.473], [5.875, 4.657, 3.624], [5.643, 4.518, 1.888], [7.134, 6.573, 3.023], [7.392, 5.990, 1.366], [9.392, 6.023, 2.817], [9.052, 4.593, 2.049], [8.232, 5.118, 4.801], [9.760, 4.323, 4.396], [7.383, 2.938, 4.728], [8.690, 2.337, 3.698], [2.375, 5.079, 0.940], [3.004, 3.191, 0.692], [1.324, 1.873, -0.488], [2.747, 1.433, -1.859], [3.970, 2.989, -1.805], [-2.743, -0.510, -3.939], [-1.800, -0.179, -2.782], [-0.356, -0.297, -3.287], [-2.028, 1.261, -2.315], [-1.923, -1.352, -1.315], [-1.934, -2.982, -2.156], [-3.064, -3.680, -2.584], [-2.944, -4.894, -3.243], [-1.689, -5.430, -3.501], [-0.555, -4.743, -3.097], [-0.678, -3.533, -2.426], [-3.565, -1.141, -0.429], [-3.383, 0.028, 0.555], [-4.811, -0.858, -1.272], [-3.775, -2.414, 0.406], [-2.569, 0.201, -4.752], [-3.792, -0.437, -3.656], [-2.561, -1.512, -4.329], [-0.197, 0.436, -4.085], [-0.146, -1.286, -3.694], [0.366, -0.109, -2.490], [-1.760, 1.944, -3.126], [-1.408, 1.515, -1.452], [-3.068, 1.453, -2.056], [-4.053, -3.282, -2.413], [-3.835, -5.419, -3.562], [-1.599, -6.376, -4.020], [0.431, -5.141, -3.297], [0.215, -3.007, -2.110], [-3.171, 0.973, 0.056], [-2.595, -0.167, 1.282], [-4.311, 0.157, 1.120], [-4.749, 0.107, -1.775], [-5.678, -0.819, -0.606], [-5.012, -1.617, -2.025], [-2.887, -2.658, 0.994], [-4.036, -3.277, -0.202], [-4.591, -2.237, 1.113], [-0.269, 1.673, 2.087], [0.331, 1.887, 3.600], [0.745, 0.298, 3.609], [1.805, 2.196, 2.904], [-0.029, 3.432, 3.530], [-1.092, 1.510, 4.231], [0.999, 2.050, 5.040]],
  "lumo_ev": [-2.99, -4.03],
  "s_squared": 0.76,
  "multiplicity": 2,
  "charge": 1,
  "e_homo_ev": [-9.622, -9.624]
}

---

B) {
  "formula": "C39H51AsF7N5O4P2PbS4",
  "method": "the ωB97M-V functional and the def2-TZVPD basis",
  "elements": ["Pb", "C", "C", "O", "N", "C", "C", "C", "C", "C", "C", "N", "H", "H", "H", "H", "H", "H", "H", "H", "H", "H", "F", "C", "C", "C", "C", "O", "C", "C", "N", "C", "C", "C", "C", "C", "C", "N", "C", "C", "N", "C", "C", "C", "O", "O", "H", "H", "H", "H", "H", "H", "H", "H", "H", "H", "H", "H", "H", "H", "H", "H", "H", "H", "S", "As", "S", "S", "S", "C", "C", "C", "C", "P", "C", "C", "C", "C", "C", "C", "C", "C", "C", "C", "H", "H", "H", "H", "H", "H", "H", "H", "H", "H", "H", "H", "H", "H", "H", "H", "H", "H", "H", "H", "H", "H", "H", "F", "P", "F", "F", "F", "F", "F"],
  "positions_angstrom": [[1.150, 1.175, -1.949], [1.285, 6.334, -2.200], [1.144, 4.933, -2.741], [0.814, 3.992, -2.019], [1.393, 4.782, -4.051], [1.358, 3.494, -4.732], [2.692, 2.782, -4.708], [3.635, 3.050, -5.688], [4.835, 2.360, -5.680], [5.054, 1.417, -4.691], [4.069, 1.211, -3.743], [2.915, 1.886, -3.741], [0.932, 6.355, -1.173], [0.710, 7.043, -2.796], [2.333, 6.638, -2.225], [1.679, 5.592, -4.575], [1.056, 3.659, -5.764], [0.588, 2.875, -4.277], [3.409, 3.764, -6.469], [5.576, 2.541, -6.447], [5.962, 0.832, -4.655], [4.193, 0.457, -2.975], [-1.454, -1.109, 4.535], [-0.356, -1.606, 3.923], [0.086, -1.026, 2.769], [1.181, -1.569, 2.095], [1.608, -0.954, 0.822], [1.051, 0.082, 0.434], [2.669, -1.638, 0.146], [3.263, -2.702, 0.743], [2.909, -3.228, 1.942], [3.594, -4.396, 2.443], [5.085, -4.449, 2.340], [4.436, -4.266, 3.681], [1.824, -2.699, 2.617], [1.362, -3.263, 3.815], [0.275, -2.727, 4.475], [-0.181, -3.357, 5.675], [-0.523, -2.506, 6.810], [-0.798, -3.418, 8.019], [-0.187, -4.759, 7.739], [-0.910, -5.457, 6.616], [-1.168, -4.419, 5.514], [3.209, -1.256, -1.219], [4.373, -1.531, -1.467], [2.370, -0.714, -2.026], [-0.418, -0.165, 2.350], [4.093, -3.180, 0.241], [3.047, -5.320, 2.295], [5.592, -3.594, 1.916], [5.530, -5.404, 2.101], [4.502, -3.283, 4.127], [4.442, -5.092, 4.379], [1.865, -4.116, 4.247], [-1.408, -1.889, 6.643], [0.318, -1.842, 7.011], [-1.861, -3.591, 8.175], [-0.369, -3.026, 8.938], [-0.173, -5.341, 8.576], [0.776, -4.604, 7.434], [-1.826, -5.879, 7.025], [-0.263, -6.263, 6.278], [-2.193, -4.033, 5.576], [-1.053, -4.888, 4.540], [2.538, 1.697, 3.180], [3.481, 3.132, 1.248], [4.001, 2.015, -0.374], [0.844, 2.677, 2.814], [1.167, 3.460, 0.977], [-3.745, 0.903, -4.027], [-3.560, 1.814, -2.811], [-2.880, 3.100, -3.302], [-4.918, 2.174, -2.206], [-2.344, 1.035, -1.594], [-2.710, 2.029, -0.089], [-1.998, 3.225, 0.026], [-2.230, 4.106, 1.076], [-3.156, 3.789, 2.059], [-3.861, 2.597, 1.969], [-3.650, 1.737, 0.901], [-2.845, -0.739, -1.202], [-2.166, -1.116, 0.119], [-4.333, -1.087, -1.125], [-2.199, -1.598, -2.300], [-4.308, 1.452, -4.787], [-4.312, 0.002, -3.794], [-2.795, 0.614, -4.471], [-3.531, 3.584, -4.035], [-1.929, 2.877, -3.790], [-2.706, 3.812, -2.494], [-5.550, 2.601, -2.991], [-4.825, 2.918, -1.414], [-5.437, 1.306, -1.802], [-1.256, 3.476, -0.723], [-1.682, 5.040, 1.125], [-3.338, 4.471, 2.880], [-4.597, 2.345, 2.723], [-4.244, 0.837, 0.840], [-2.643, -0.656, 0.985], [-1.115, -0.824, 0.117], [-2.217, -2.203, 0.242], [-4.871, -0.527, -0.360], [-4.429, -2.150, -0.880], [-4.840, -0.930, -2.074], [-1.116, -1.460, -2.339], [-2.581, -1.377, -3.293], [-2.398, -2.654, -2.088], [0.217, 0.414, -4.113], [0.025, -0.056, -5.752], [1.042, -1.252, -5.472], [-0.174, -0.459, -7.273], [-1.208, -0.973, -5.285], [-0.980, 1.209, -5.896], [1.258, 0.919, -6.118]],
  "lumo_ev": [-3.30, -4.24],
  "s_squared": 0.76,
  "multiplicity": 2,
  "charge": 1,
  "e_homo_ev": [-9.405, -9.421]
}

---

Stability verdict: A), ahead by 0.0316 hartree

---

A) {
  "formula": "C3H10O2",
  "method": "the ωB97M-V functional and the def2-TZVPD basis",
  "elements": ["C", "O", "C", "C", "H", "H", "H", "H", "H", "H", "H", "H", "H", "H", "O"],
  "positions_angstrom": [[1.173, 0.508, 0.316], [-0.085, 0.555, 0.905], [1.039, 0.850, -1.172], [1.565, -0.127, -2.246], [1.903, 1.281, 0.747], [1.579, -0.489, 0.357], [-0.278, 1.322, 1.521], [0.078, 1.123, -1.455], [1.641, 1.851, -1.347], [2.522, -0.398, -2.001], [0.931, -1.003, -2.281], [1.794, 0.365, -3.258], [-3.439, -2.312, 1.399], [-2.666, -1.576, 2.655], [-3.255, -1.499, 1.879]],
  "lumo_ev": 0.84,
  "multiplicity": 1,
  "e_homo_ev": -9.988
}

---

B) {
  "formula": "C3H10O2",
  "method": "the ωB97M-V functional and the def2-TZVPD basis",
  "elements": ["C", "O", "H", "H", "H", "H", "C", "O", "C", "H", "H", "H", "H", "H", "H"],
  "positions_angstrom": [[0.128, -2.845, 1.060], [-0.443, -3.103, 2.354], [0.500, -1.834, 0.890], [0.922, -3.597, 0.906], [-0.651, -3.096, 0.328], [-0.294, -2.351, 2.941], [-0.411, 2.146, -0.887], [0.700, 1.911, -0.048], [-0.118, 1.975, -2.376], [-1.216, 1.471, -0.605], [-0.822, 3.143, -0.709], [1.441, 2.421, -0.387], [0.933, 1.761, -2.528], [-0.625, 1.099, -2.783], [-0.344, 2.860, -2.956]],
  "lumo_ev": 0.82,
  "multiplicity": 1,
  "e_homo_ev": -10.182
}

---

C) {
  "formula": "C3H10O2",
  "method": "the ωB97M-V functional and the def2-TZVPD basis",
  "elements": ["C", "O", "H", "H", "H", "H", "C", "O", "C", "H", "H", "H", "H", "H", "H"],
  "positions_angstrom": [[0.056, -1.332, 2.323], [-1.270, -0.773, 2.085], [0.288, -1.836, 1.316], [0.796, -0.512, 2.373], [0.062, -1.972, 3.176], [-1.721, -1.476, 1.637], [0.157, 1.569, -1.774], [0.731, 1.104, -2.995], [0.051, 0.440, -0.660], [0.851, 2.369, -1.334], [-0.909, 1.850, -1.920], [0.864, 0.176, -2.912], [1.115, -0.127, -0.414], [-0.403, 0.784, 0.299], [-0.668, -0.263, -1.199]],
  "lumo_ev": 0.82,
  "multiplicity": 1,
  "e_homo_ev": -10.391
}

---

Stability verdict: B), ahead by 0.0085 hartree

---

A) {
  "formula": "C4H6ClNOS",
  "method": "the ωB97M-V functional and the def2-TZVPD basis",
  "elements": ["C", "C", "C", "C", "H", "H", "H", "H", "H", "H", "N", "O", "S", "Cl"],
  "positions_angstrom": [[-2.076, 0.447, 0.043], [-1.769, -1.037, 0.279], [-0.784, -0.110, -0.394], [2.381, -0.857, -0.241], [-2.768, 0.783, -0.705], [-1.535, -1.298, 1.350], [-2.319, -1.871, -0.222], [-0.584, -0.253, -1.428], [1.547, -0.356, 1.564], [3.165, -1.380, 0.386], [1.285, -0.610, 0.609], [0.329, 0.363, 0.337], [2.560, -0.711, -1.862], [-2.154, 1.556, 1.398]],
  "lumo_ev": 0.25,
  "multiplicity": 1,
  "e_homo_ev": -8.894
}

---

B) {
  "formula": "C4H6ClNOS",
  "method": "the ωB97M-V functional and the def2-TZVPD basis",
  "elements": ["C", "C", "C", "C", "H", "H", "H", "H", "H", "H", "N", "O", "S", "Cl"],
  "positions_angstrom": [[0.527, -1.149, 1.583], [0.452, 0.347, 1.464], [0.557, -0.499, 0.226], [-0.511, 0.989, -2.249], [1.438, -1.629, 1.959], [-0.529, 0.781, 1.669], [1.324, 0.915, 1.778], [1.467, -0.525, -0.361], [-2.005, 0.666, -0.851], [-1.106, 1.807, -2.614], [-1.030, 0.478, -1.119], [-0.572, -0.701, -0.581], [0.884, 0.564, -2.990], [-0.896, -2.043, 2.086]],
  "lumo_ev": 0.70,
  "multiplicity": 1,
  "e_homo_ev": -8.642
}

---

Stability verdict: B), ahead by 0.0140 hartree